No. 1
The following is a DFT calculation (ωB97M-V/def2-TZVPD) of C16H15N5O5 in the gas phase at a distorted geometry.

Last column: natural (NBO) charge in e.
Atoms and positions in Å:
N: -0.394 -1.474 3.713  -0.82
C: -0.814 -2.127 2.557  0.62
O: -1.800 -1.660 2.025  -0.57
C: 0.154 -3.002 2.017  -0.06
C: 0.111 -3.498 0.606  0.11
C: -0.921 -3.016 -0.448  0.66
O: -1.578 -3.784 -1.071  -0.56
N: -1.108 -1.727 -0.806  -0.41
C: -2.263 -1.274 -1.591  -0.29
C: -2.505 0.195 -1.343  0.68
O: -3.622 0.583 -1.659  -0.60
N: -1.533 1.028 -0.884  -0.46
C: -1.698 2.455 -0.742  -0.20
C: -0.546 2.876 0.284  -0.44
C: 0.774 2.683 -0.305  -0.02
C: 1.865 3.438 0.134  -0.19
C: 3.076 3.319 -0.648  -0.21
C: 3.169 2.318 -1.600  -0.22
C: 2.115 1.394 -1.851  -0.20
C: 0.943 1.580 -1.156  -0.02
C: -0.238 0.586 -1.387  -0.05
C: 0.035 -0.754 -0.707  -0.21
N: 0.988 -4.428 0.486  -0.04
O: 1.700 -4.558 1.625  -0.14
N: 1.160 -3.608 2.555  0.40
O: 1.649 -3.248 3.616  -0.41
H: -1.110 -0.936 4.354  0.42
H: 0.508 -1.525 4.077  0.40
H: -3.072 -1.840 -1.264  0.26
H: -2.103 -1.372 -2.716  0.22
H: -2.716 2.706 -0.263  0.24
H: -1.649 2.973 -1.720  0.20
H: -0.649 3.954 0.298  0.22
H: -0.652 2.519 1.307  0.23
H: 1.799 4.205 0.835  0.21
H: 4.084 3.746 -0.359  0.23
H: 4.086 2.167 -2.183  0.22
H: 2.025 0.560 -2.546  0.22
H: -0.337 0.363 -2.469  0.19
H: 0.887 -1.191 -1.121  0.19
H: 0.180 -0.624 0.349  0.20

The calculation puts the HOMO energy at -9.23 eV. The value obtained for the largest force on an atom is 5.92 eV/Å. The calculation puts the frontier orbital gap at 8.45 eV. The SMILES is NC(=O)c1c(C(=O)N2CC(=O)N3CCc4ccccc4[C@H]3C2)no[n+]1[O-]. The value obtained for the molar mass is 357.326 g mol⁻¹.


No. 2
The following is a DFT calculation (ωB97M-V/def2-TZVPD) of a molecular structure, C11H17ClIrNO2P at a distorted geometry.

Last column: natural (NBO) charge in e.
Atoms and positions in Å:
Ir: 1.164 1.084 -1.197  1.19
N: 0.509 -1.096 -1.934  -0.81
C: 1.563 -1.714 -2.740  -0.37
C: 2.913 -0.910 -2.664  0.77
O: 3.825 -1.289 -3.343  -0.54
O: 2.868 0.083 -1.831  -0.73
H: 0.353 -1.589 -1.063  0.40
H: -0.371 -1.047 -2.433  0.41
H: 1.294 -1.743 -3.792  0.24
H: 1.816 -2.718 -2.405  0.24
C: 1.819 0.155 2.248  -0.94
P: 0.602 0.919 1.133  0.95
C: 0.168 2.466 1.989  -0.94
C: -0.883 -0.117 1.240  -0.40
C: -2.132 0.431 0.945  -0.20
C: -3.268 -0.359 0.992  -0.18
C: -3.169 -1.704 1.323  -0.18
C: -1.931 -2.256 1.617  -0.21
C: -0.790 -1.469 1.569  -0.17
H: 2.234 -0.756 1.820  0.26
H: 1.345 -0.068 3.204  0.26
H: 2.638 0.856 2.407  0.27
H: -0.246 2.221 2.967  0.26
H: -0.563 3.035 1.418  0.26
H: 1.063 3.075 2.116  0.26
H: -2.217 1.479 0.689  0.22
H: -4.232 0.082 0.775  0.23
H: -4.059 -2.318 1.356  0.24
H: -1.852 -3.297 1.900  0.23
H: 0.173 -1.908 1.805  0.21
Cl: -1.359 1.699 -2.279  0.01
C: 0.174 2.582 -2.409  -0.71
H: 0.064 3.571 -1.974  0.24
H: 0.488 2.624 -3.447  0.24

As for the spin multiplicity: 5. The calculation puts the HOMO energy (spin up / spin down) at -11.83 / -12.88 eV. The value obtained for the largest force on an atom is 2.31 eV/Å. The calculation puts the frontier orbital gap (spin up / spin down) at 9.05 / 6.94 eV. The value obtained for the molar mass is 453.906 g mol⁻¹. As for the net charge: +1.


No. 3
The following is a DFT calculation (ωB97M-V/def2-TZVPD) of 2 unconnected molecules or ions with the total composition C10H16O at a distorted geometry.

Last column: natural (NBO) charge in e.
Atoms and positions in Å:
C: 2.284 -1.321 2.304  -0.62
C: 1.656 -0.206 1.410  -0.42
C: 1.095 -0.820 0.108  -0.04
C: 0.825 -2.180 -0.123  -0.21
C: 0.033 -2.566 -1.166  -0.25
C: -0.617 -1.506 -1.882  0.30
O: -1.614 -1.832 -2.750  -0.68
C: -0.177 -0.200 -1.788  -0.29
C: 0.718 0.163 -0.775  -0.19
H: 3.088 -0.931 2.895  0.21
H: 2.475 -2.159 1.656  0.21
H: 1.603 -1.721 3.082  0.21
H: 0.807 0.396 1.772  0.21
H: 2.428 0.528 1.256  0.21
H: 1.162 -2.956 0.567  0.21
H: -0.261 -3.583 -1.394  0.23
H: -2.144 -1.061 -2.973  0.48
H: -0.537 0.566 -2.468  0.21
H: 1.024 1.211 -0.756  0.22
C: -1.555 2.900 -0.579  -0.61
C: -1.868 2.066 0.796  -0.63
H: -0.497 3.158 -0.623  0.20
H: -1.902 2.289 -1.396  0.20
H: -2.160 3.833 -0.616  0.21
H: -2.208 1.038 0.727  0.22
H: -2.696 2.566 1.357  0.20
H: -0.963 2.328 1.360  0.21

The calculation puts the HOMO energy at -8.16 eV. The value obtained for the largest force on an atom is 3.11 eV/Å. The calculation puts the frontier orbital gap at 8.96 eV. The SMILES is CCc1ccc(O)cc1.CC. The value obtained for the molar mass is 152.237 g mol⁻¹.


No. 4
The following is a DFT calculation (ωB97M-V/def2-TZVPD) of a molecular structure, C46H38As2F5OPdSSe.

Last column: Löwdin charge in e.
Atoms and positions in Å:
Pd: 0.492 0.799 0.374  0.52
C: -0.626 -0.370 2.492  -0.45
C: -1.436 -1.667 2.451  -0.44
As: -1.798 -2.290 0.608  1.31
C: 0.026 -2.823 0.152  -0.43
C: 0.703 -3.819 0.852  -0.15
C: 2.030 -4.102 0.572  -0.08
C: 2.703 -3.379 -0.406  -0.08
C: 2.034 -2.398 -1.122  -0.09
C: 0.695 -2.128 -0.854  -0.17
C: -2.533 -4.042 1.042  -0.41
C: -3.559 -4.140 1.980  -0.12
C: -4.158 -5.363 2.245  -0.08
C: -3.748 -6.500 1.563  -0.08
C: -2.740 -6.407 0.615  -0.08
C: -2.136 -5.185 0.354  -0.12
As: 1.349 -0.680 2.496  1.31
C: 1.818 1.221 2.139  -0.54
C: 3.166 1.408 1.756  -0.15
C: 3.781 2.636 1.908  -0.06
C: 3.046 3.714 2.387  -0.04
C: 1.702 3.574 2.727  -0.06
C: 1.095 2.338 2.619  -0.11
C: 1.580 -0.710 4.435  -0.39
C: 2.038 0.365 5.189  -0.10
C: 2.201 0.233 6.561  -0.07
C: 1.904 -0.968 7.187  -0.07
C: 1.457 -2.047 6.438  -0.07
C: 1.309 -1.923 5.064  -0.12
H: -0.873 0.220 3.376  0.08
H: -0.949 0.304 1.653  0.02
H: -2.412 -1.488 2.904  0.06
H: -0.958 -2.461 3.027  0.06
H: 0.188 -4.385 1.622  0.11
H: 2.545 -4.881 1.121  0.11
H: 3.742 -3.595 -0.620  0.11
H: 2.546 -1.856 -1.909  0.10
H: 0.167 -1.386 -1.441  0.06
H: -3.905 -3.261 2.512  0.09
H: -4.949 -5.427 2.981  0.11
H: -4.215 -7.454 1.768  0.11
H: -2.419 -7.290 0.076  0.11
H: -1.344 -5.129 -0.384  0.10
H: 3.726 0.561 1.378  0.10
H: 4.823 2.760 1.642  0.13
H: 3.525 4.679 2.500  0.13
H: 1.141 4.425 3.090  0.12
H: 0.067 2.223 2.941  0.11
H: 2.277 1.311 4.717  0.09
H: 2.563 1.072 7.142  0.11
H: 2.030 -1.068 8.257  0.11
H: 1.237 -2.991 6.920  0.11
H: 0.994 -2.784 4.484  0.09
F: 2.955 7.415 -0.190  0.15
C: 2.747 6.124 -0.402  -0.13
C: 3.800 5.298 -0.761  -0.14
F: 5.022 5.801 -0.892  0.15
C: 3.571 3.949 -0.967  -0.27
F: 4.610 3.179 -1.291  0.09
C: 2.306 3.387 -0.840  -0.45
Se: 2.092 1.533 -1.197  0.92
C: 1.274 4.242 -0.484  -0.25
F: 0.027 3.773 -0.316  0.06
C: 1.478 5.590 -0.258  -0.14
F: 0.462 6.369 0.105  0.14
O: -1.036 0.550 -1.161  -0.69
S: -2.457 1.083 -1.299  0.98
C: -2.459 2.750 -2.009  -0.29
C: -1.918 2.942 -3.395  -0.29
C: -0.585 2.687 -3.693  -0.07
C: -0.105 2.888 -4.978  -0.07
C: -0.954 3.340 -5.980  -0.07
C: -2.287 3.593 -5.689  -0.06
C: -2.766 3.398 -4.401  -0.05
C: -3.201 0.194 -2.738  -0.23
C: -2.303 -0.791 -3.422  -0.27
C: -2.312 -2.126 -3.031  -0.07
C: -1.501 -3.052 -3.668  -0.07
C: -0.674 -2.649 -4.706  -0.07
C: -0.683 -1.325 -5.122  -0.06
C: -1.500 -0.400 -4.489  -0.02
H: -1.971 3.379 -1.264  0.08
H: -3.527 2.988 -1.977  0.10
H: 0.073 2.313 -2.922  0.04
H: 0.935 2.685 -5.199  0.11
H: -0.579 3.497 -6.982  0.11
H: -2.955 3.947 -6.463  0.11
H: -3.807 3.605 -4.179  0.12
H: -3.519 0.982 -3.420  0.09
H: -4.081 -0.296 -2.324  0.10
H: -2.974 -2.445 -2.235  0.09
H: -1.523 -4.089 -3.358  0.11
H: -0.038 -3.369 -5.205  0.11
H: -0.063 -1.012 -5.952  0.11
H: -1.517 0.629 -4.830  0.10

The calculation puts the HOMO energy (spin up / spin down) at -10.64 / -10.64 eV. The value obtained for the largest force on an atom is 0.64 eV/Å. The calculation puts the frontier orbital gap (spin up / spin down) at 5.84 / 5.84 eV. The value obtained for the molar mass is 1069.090 g mol⁻¹. As for the net charge: +1.


No. 5
The following is a DFT calculation (ωB97M-V/def2-TZVPD) of a molecular structure, C17H28BrFeIOS at a distorted geometry.

Last column: natural (NBO) charge in e.
Atoms and positions in Å:
Fe: 8.218 11.977 7.705  1.30
C: 5.470 8.011 13.301  -0.61
C: 5.518 7.154 12.020  -0.12
C: 4.108 6.593 11.702  -0.60
C: 6.481 6.004 12.269  -0.60
C: 6.061 7.991 10.863  0.17
C: 6.930 9.057 11.048  -0.26
C: 7.400 9.823 9.999  -0.10
Br: 8.588 11.337 10.281  0.12
C: 6.993 9.508 8.640  0.46
O: 7.215 10.244 7.633  -0.69
C: 6.215 8.292 8.447  -0.01
C: 5.827 7.557 9.527  -0.18
C: 5.974 7.702 7.029  -0.08
C: 7.289 7.514 6.338  -0.62
C: 5.148 8.683 6.152  -0.60
C: 5.294 6.306 7.175  -0.61
H: 5.025 7.387 14.092  0.23
H: 4.913 8.984 13.173  0.22
H: 6.468 8.345 13.675  0.21
H: 3.698 6.158 12.646  0.23
H: 4.134 5.882 10.872  0.21
H: 3.449 7.417 11.392  0.22
H: 5.990 5.296 12.984  0.23
H: 7.529 6.286 12.559  0.23
H: 6.622 5.395 11.386  0.21
H: 7.313 9.193 12.054  0.25
H: 5.389 6.575 9.404  0.23
H: 7.869 8.467 6.234  0.23
H: 7.090 7.094 5.329  0.23
H: 7.904 6.753 6.866  0.21
H: 5.633 9.677 6.096  0.22
H: 4.149 8.829 6.656  0.21
H: 4.995 8.288 5.172  0.22
H: 6.045 5.701 7.699  0.21
H: 5.152 5.884 6.144  0.23
H: 4.343 6.337 7.701  0.22
I: 10.884 13.766 6.280  0.01
C: 9.868 11.760 6.371  -1.08
H: 10.723 11.126 6.686  0.22
H: 9.500 11.588 5.330  0.21
C: 6.394 15.061 7.981  -0.74
S: 6.150 13.305 7.473  0.16
C: 5.836 13.316 5.703  -0.74
H: 7.451 15.312 7.720  0.24
H: 6.251 15.137 9.133  0.26
H: 5.644 15.716 7.559  0.25
H: 5.011 14.009 5.547  0.25
H: 5.541 12.280 5.445  0.25
H: 6.731 13.586 5.126  0.24

As for the spin multiplicity: 6. The calculation puts the HOMO energy (spin up / spin down) at -10.82 / -11.12 eV. The value obtained for the largest force on an atom is 2.35 eV/Å. The calculation puts the frontier orbital gap (spin up / spin down) at 8.15 / 5.18 eV. The value obtained for the molar mass is 543.130 g mol⁻¹. As for the net charge: +1.


No. 6
The following is a DFT calculation (ωB97M-V/def2-TZVPD) of a molecular structure, C41H34BrGeN3O3SW.

Last column: Löwdin charge in e.
Atoms and positions in Å:
W: 0.615 0.277 0.462  1.55
Br: -1.382 0.540 3.591  0.93
C: -0.659 2.088 2.822  -0.68
C: -1.018 3.304 3.383  -0.07
C: -0.408 4.460 2.927  0.02
C: 0.584 4.361 1.959  0.04
C: 0.873 3.122 1.441  -0.16
N: 0.228 1.993 1.822  -0.03
C: 1.989 2.958 0.424  -0.58
O: 2.690 3.883 0.124  0.14
O: 2.095 1.726 -0.013  -0.23
H: -1.755 3.323 4.172  0.12
H: -0.682 5.420 3.345  0.13
H: 1.147 5.210 1.597  0.14
O: 1.366 -0.714 -1.078  -0.64
S: 2.740 -0.464 -1.844  1.18
C: 2.761 -1.850 -2.944  -0.40
C: 1.809 -2.856 -2.869  -0.07
C: 1.896 -3.903 -3.775  -0.05
C: 2.911 -3.929 -4.722  -0.04
C: 3.846 -2.904 -4.784  -0.04
C: 3.774 -1.845 -3.894  -0.06
C: 4.023 -0.852 -0.700  -0.40
C: 4.827 0.212 -0.309  -0.08
C: 5.872 -0.039 0.572  -0.04
C: 6.081 -1.325 1.047  -0.04
C: 5.258 -2.378 0.649  -0.05
C: 4.222 -2.151 -0.238  -0.05
H: 1.015 -2.818 -2.136  0.11
H: 1.165 -4.700 -3.741  0.12
H: 2.969 -4.750 -5.423  0.12
H: 4.626 -2.921 -5.532  0.12
H: 4.492 -1.035 -3.943  0.12
H: 4.636 1.210 -0.682  0.12
H: 6.526 0.768 0.873  0.12
H: 6.907 -1.518 1.718  0.12
H: 5.445 -3.380 1.011  0.12
H: 3.599 -2.965 -0.586  0.12
C: -0.102 -2.759 2.405  0.01
C: 1.092 -1.917 2.648  -0.35
N: 1.482 -0.821 1.977  -0.08
C: 2.669 -0.366 2.563  -0.09
C: 2.977 -1.183 3.586  -0.02
N: 1.982 -2.147 3.612  0.15
H: -0.396 -2.711 1.361  0.07
H: -0.942 -2.400 3.003  0.07
H: 0.103 -3.792 2.683  0.10
H: 3.190 0.498 2.186  0.12
H: 3.798 -1.180 4.280  0.14
H: 1.927 -2.915 4.264  0.18
C: -1.048 -0.276 0.372  -0.36
Ge: -2.778 0.387 -0.303  0.94
C: -3.460 -0.843 -1.616  -0.29
C: -2.560 -1.527 -2.435  -0.11
C: -3.018 -2.400 -3.409  -0.08
C: -4.384 -2.600 -3.568  -0.07
C: -5.286 -1.927 -2.759  -0.06
C: -4.827 -1.049 -1.785  -0.10
C: -3.955 0.687 1.197  -0.32
C: -4.117 1.931 1.805  -0.14
C: -4.905 2.064 2.941  -0.08
C: -5.527 0.952 3.488  -0.07
C: -5.373 -0.293 2.893  -0.07
C: -4.596 -0.424 1.751  -0.12
C: -1.994 2.044 -1.004  -0.25
C: -2.640 3.277 -1.019  -0.09
C: -1.968 4.424 -1.432  -0.04
C: -0.646 4.358 -1.855  -0.05
C: 0.002 3.134 -1.888  -0.07
C: -0.668 1.996 -1.451  -0.18
H: -1.490 -1.380 -2.314  0.08
H: -2.317 -2.922 -4.047  0.10
H: -4.745 -3.282 -4.326  0.11
H: -6.349 -2.083 -2.887  0.11
H: -5.541 -0.526 -1.160  0.10
H: -3.628 2.808 1.399  0.08
H: -5.042 3.038 3.395  0.11
H: -6.144 1.057 4.371  0.11
H: -5.871 -1.158 3.312  0.11
H: -4.497 -1.399 1.286  0.11
H: -3.677 3.354 -0.718  0.11
H: -2.485 5.375 -1.433  0.12
H: -0.131 5.252 -2.181  0.12
H: 1.017 3.068 -2.260  0.12
H: -0.218 1.016 -1.657  0.07

The calculation puts the HOMO energy at -13.45 eV. The value obtained for the largest force on an atom is 0.51 eV/Å. The calculation puts the frontier orbital gap at 6.77 eV. The value obtained for the molar mass is 985.162 g mol⁻¹. As for the net charge: +2.


Question: Which of these has the highest molar mass?
Answer: C46H38As2F5OPdSSe